Record 1
Molecular formula: C3H4BF3O2
Method: DFT, wB97M-V/def2-TZVPD

Net charge ... 0
Lowest unoccupied orbital energy (alpha / beta) ... -1.50 / -0.23 eV
Relative energy (zero: lowest compared OMol25 entry of this formula, charge and spin) ... 96.1 kcal per mole
HOMO-LUMO gap (alpha / beta) ... 6.643 / 10.212 eV
2S+1 ... 1
HOMO energy (alpha / beta) ... -8.14 / -10.44 eV

XYZ file:
```
13
Properties=species:S:1:pos:R:3:forces:R:3:nbo_charge:R:1
B 0.317 -0.314 0.874 -2.290 -3.341 -0.566 0.91
C -0.217 -2.280 -1.081 -1.870 -1.853 -0.838 -0.51
C 0.161 -1.386 -0.246 0.409 1.443 0.327 -0.13
C -0.381 1.825 -0.601 -1.276 1.417 0.377 0.97
O 1.362 0.393 1.188 2.832 2.789 0.113 -0.88
O -0.626 -0.486 1.839 -1.280 -2.814 -2.973 -0.86
F 0.722 1.778 -1.271 1.406 -0.414 -0.882 -0.32
F -0.246 2.711 0.386 -0.053 -0.431 0.327 -0.33
F -1.361 2.250 -1.380 -0.216 -0.585 -0.043 -0.32
H -1.311 -2.228 -1.540 2.377 -0.115 0.519 0.23
H 0.345 -3.276 -1.174 -0.850 1.441 -0.120 0.23
H 1.770 0.922 0.493 0.318 -0.439 0.169 0.51
H -0.536 0.090 2.515 0.494 2.902 3.589 0.48
```
Forces are in eV/Å.

---

Record 2
Molecular formula: C3H4BNO2
Method: DFT, wB97M-V/def2-TZVPD

Net charge ... 0
SMILES ... C=C(C#N)B(O)O
Lowest unoccupied orbital energy ... -0.05 eV
Relative energy (zero: lowest compared OMol25 entry of this formula, charge and spin) ... 0.0 kcal per mole
HOMO-LUMO gap ... 9.985 eV
2S+1 ... 1
HOMO energy ... -10.03 eV

XYZ file:
```
11
Properties=species:S:1:pos:R:3:forces:R:3:nbo_charge:R:1
C -0.301 -1.682 0.837 2.759 4.784 -1.579 -0.26
C -0.420 -0.492 0.096 -0.803 -3.889 1.366 -0.44
C -1.674 -0.276 -0.601 -0.343 0.125 0.255 0.26
N -2.698 -0.038 -1.079 0.542 -0.147 0.054 -0.32
B 0.623 0.666 -0.121 -1.594 -1.230 0.750 1.08
O 0.593 1.631 0.828 0.526 0.124 -0.336 -0.83
O 1.283 0.682 -1.287 0.410 0.070 -0.492 -0.85
H -0.937 -2.468 0.998 -2.148 -1.399 -0.147 0.20
H 0.659 -1.833 1.338 -0.158 0.148 -0.080 0.19
H 1.187 2.282 0.463 0.365 1.133 0.572 0.47
H 1.685 1.528 -1.472 0.442 0.281 -0.362 0.48
```
Forces are in eV/Å.

---

Record 3
Molecular formula: C3H4BNO3
Method: DFT, wB97M-V/def2-TZVPD

Net charge ... 0
Lowest unoccupied orbital energy ... -0.63 eV
Relative energy (zero: lowest compared OMol25 entry of this formula, charge and spin) ... 47.1 kcal per mole
HOMO-LUMO gap ... 9.462 eV
2S+1 ... 1
HOMO energy ... -10.09 eV

XYZ file:
```
12
Properties=species:S:1:pos:R:3:forces:R:3:nbo_charge:R:1
B 0.636 0.124 0.366 0.427 0.349 1.020 1.07
C -1.779 -0.163 -0.619 1.578 0.030 0.913 0.55
C -0.554 0.016 -1.633 -1.132 1.483 -0.021 0.74
C 2.035 0.065 1.180 -0.861 2.960 -1.567 -0.98
N -2.983 -0.194 -0.621 2.716 -0.054 -1.033 -0.55
O -0.772 -0.056 -2.802 -0.030 -0.468 0.308 -0.49
O -0.486 -0.178 0.988 -2.077 -0.211 -1.962 -0.85
O 0.525 0.481 -1.055 0.139 -1.066 0.268 -0.64
H 1.796 0.462 2.171 0.164 -0.749 0.112 0.24
H 2.840 0.747 0.787 -0.704 -0.865 0.085 0.23
H 2.320 -0.943 1.100 0.736 -1.329 0.539 0.24
H -3.579 -0.360 0.139 -0.955 -0.079 1.338 0.42
```
Forces are in eV/Å.

---

Record 4
Molecular formula: C3H4BeO2
Method: DFT, wB97M-V/def2-TZVPD

Net charge ... +1
⟨S²⟩ ... 0.79
Lowest unoccupied orbital energy (alpha / beta) ... -8.28 / -8.51 eV
Relative energy (zero: lowest compared OMol25 entry of this formula, charge and spin) ... 61.5 kcal per mole
HOMO-LUMO gap (alpha / beta) ... 2.744 / 4.551 eV
2S+1 ... 2
HOMO energy (alpha / beta) ... -11.02 / -13.06 eV

XYZ file:
```
10
Properties=species:S:1:pos:R:3:forces:R:3:mulliken_spin:R:1
C -0.698 -0.164 -0.092 4.099 1.805 1.181 -0.14
C -1.094 1.055 -0.535 -1.735 0.134 -0.939 0.40
H -1.838 1.638 0.009 -0.130 -0.328 -0.455 0.01
H -0.752 1.381 -1.518 0.141 0.227 0.520 0.00
C 0.798 -0.214 -0.276 -8.212 2.682 -6.202 0.61
O 1.521 -0.744 0.568 -9.571 0.844 2.977 -0.03
Be 2.632 -1.064 0.619 15.879 -4.900 2.067 0.16
H 1.173 0.034 -1.283 0.057 -0.014 0.687 0.00
O -1.212 -0.714 1.016 -0.213 -0.338 0.201 -0.02
H -0.529 -1.208 1.491 -0.314 -0.113 -0.037 0.00
```
Forces are in eV/Å.

---

Record 5
Molecular formula: C3H4BiLiO4
Method: DFT, wB97M-V/def2-TZVPD

Net charge ... +4
Lowest unoccupied orbital energy ... -21.13 eV
Relative energy (zero: lowest compared OMol25 entry of this formula, charge and spin) ... 0.0 kcal per mole
HOMO-LUMO gap ... 4.173 eV
2S+1 ... 1
HOMO energy ... -25.30 eV

XYZ file:
```
13
Properties=species:S:1:pos:R:3:forces:R:3:nbo_charge:R:1
O 0.442 0.770 0.206 2.366 0.863 -0.428 -0.48
C 1.524 -0.066 0.006 -6.917 -4.988 0.292 1.04
C -0.806 0.346 0.069 -2.685 -2.049 2.105 0.46
O 2.543 0.578 -0.313 3.477 1.192 -0.590 -0.92
O 1.335 -1.275 0.006 1.461 2.642 0.210 -0.61
C -1.723 0.018 0.987 1.532 2.634 0.958 -0.33
Bi 3.604 2.181 -0.202 1.562 1.958 -0.035 2.66
H -2.775 0.240 0.813 -0.337 -1.171 -0.247 0.31
H -1.404 0.103 2.025 -0.255 -0.162 -0.010 0.29
Li 1.923 -2.928 0.531 0.161 -1.278 0.161 0.99
O -1.176 -0.055 -1.245 -2.377 -0.859 -0.666 -0.61
H -1.409 0.691 -1.838 -0.095 0.213 -0.581 0.59
H -2.077 -0.602 -1.045 2.106 1.006 -1.169 0.63
```
Forces are in eV/Å.

---

Record 6
Molecular formula: C3H4BiO
Method: DFT, wB97M-V/def2-TZVPD

Net charge ... +1
Lowest unoccupied orbital energy (alpha / beta) ... -6.71 / -6.88 eV
HOMO-LUMO gap (alpha / beta) ... 7.802 / 5.939 eV
2S+1 ... 1
HOMO energy (alpha / beta) ... -14.51 / -12.82 eV

XYZ file:
```
9
Properties=species:S:1:pos:R:3:forces:R:3:nbo_charge:R:1
C 0.461 -0.227 0.520 -0.853 -1.305 -1.529 -0.03
C -0.745 0.371 -0.231 1.391 0.077 1.644 -0.57
C 0.068 1.013 0.951 -2.009 -1.104 -0.379 -0.01
H 0.370 -1.192 1.031 0.522 0.635 0.030 0.26
H -1.723 -0.105 -0.080 0.408 0.470 -0.023 0.26
H -0.626 0.881 -1.205 0.111 -0.041 0.347 0.23
H -0.406 1.207 1.920 0.950 0.842 -0.218 0.25
O 1.809 -0.809 -0.694 0.436 1.252 3.207 -0.94
Bi 0.793 -1.139 -2.211 -0.955 -0.825 -3.079 1.56
```
Forces are in eV/Å.

---

Record 7
Molecular formula: C3H4Br2Cl2
Method: DFT, wB97M-V/def2-TZVPD

Net charge ... 0
Lowest unoccupied orbital energy (alpha / beta) ... -0.88 / -0.32 eV
Relative energy (zero: lowest compared OMol25 entry of this formula, charge and spin) ... 78.9 kcal per mole
HOMO-LUMO gap (alpha / beta) ... 7.316 / 8.330 eV
2S+1 ... 1
HOMO energy (alpha / beta) ... -8.19 / -8.66 eV

XYZ file:
```
11
Properties=species:S:1:pos:R:3:forces:R:3:nbo_charge:R:1
C -0.656 -1.257 0.477 -4.879 -0.379 -2.903 -0.66
C 1.083 1.395 0.086 0.166 -0.304 -0.056 -0.46
C -0.513 -0.516 -0.877 -0.022 0.617 2.093 -0.07
Cl 0.462 -1.147 -2.087 0.262 -0.382 -0.640 0.09
Cl -1.767 0.587 -1.372 0.430 -0.865 0.254 0.05
Br 0.257 3.063 -0.238 0.129 -0.311 -0.111 0.10
Br 1.306 0.985 1.916 0.017 0.048 0.248 0.07
H -0.014 -2.016 0.670 2.737 -1.948 -0.025 0.23
H -1.704 -1.893 0.627 2.146 2.215 -0.597 0.22
H -0.531 -0.503 1.164 -0.325 1.323 2.043 0.24
H 2.079 1.304 -0.366 -0.661 -0.015 -0.306 0.20
```
Forces are in eV/Å.

---

Record 8
Molecular formula: C3H4Br2O
Method: DFT, wB97M-V/def2-TZVPD

Net charge ... 0
Lowest unoccupied orbital energy (alpha / beta) ... -0.44 / -0.85 eV
Relative energy (zero: lowest compared OMol25 entry of this formula, charge and spin) ... 118.3 kcal per mole
HOMO-LUMO gap (alpha / beta) ... 7.751 / 7.362 eV
2S+1 ... 1
HOMO energy (alpha / beta) ... -8.19 / -8.21 eV

XYZ file:
```
10
Properties=species:S:1:pos:R:3:forces:R:3:nbo_charge:R:1
C -0.195 0.389 -0.684 3.124 0.259 0.631 0.25
C 1.801 0.953 -1.014 -3.633 -0.828 2.223 -0.39
C -1.125 -1.079 1.074 -0.488 1.404 2.151 -0.26
O -0.519 0.118 0.572 0.591 0.836 -2.258 -0.49
Br 1.859 1.736 -2.668 0.267 0.538 -1.053 0.11
Br 2.293 2.134 0.453 0.012 -0.417 -0.568 0.03
H -0.421 -0.276 -1.556 -0.317 -0.075 0.970 0.14
H -1.693 -1.622 0.341 -0.537 0.034 -0.204 0.19
H -1.669 -0.677 2.024 0.353 -1.095 -1.990 0.21
H -0.330 -1.677 1.457 0.628 -0.656 0.098 0.20
```
Forces are in eV/Å.

---

no.,F_max (eV/Å)
1,4.64
2,5.74
3,3.46
4,16.75
5,8.53
6,3.47
7,5.69
8,4.34